Density functional theory data (ωB97M-V/def2-TZVPD) for a molecular structure, C7H14Cl2 in a non-equilibrium geometry.

```
23
C7H14Cl2, DFT ωB97M-V/def2-TZVPD
Cl 2.2676 0.6891 1.5662
H -1.1072 2.1821 1.0367
C -1.4399 -0.3056 -0.5197
C 0.8036 1.0238 0.5859
H -1.9640 -1.1199 -1.1445
H -0.4361 -1.7136 1.7766
H -2.0462 -0.3031 0.3752
C 0.7592 -1.0079 -1.4512
H 0.4472 2.2745 -0.9840
H 1.0029 -0.1314 -2.1512
H 1.9447 1.3624 -1.2736
H 0.1189 2.5977 2.0476
C -0.2151 1.6940 1.5019
C 0.2058 -1.6930 0.8284
H -1.7016 0.5824 -1.1339
H -0.2419 -2.6515 0.4384
H -0.0048 -1.5955 -1.9963
H 1.2594 -1.6760 1.0514
C -0.0253 -0.6662 -0.1960
C 1.2757 1.8953 -0.5480
H -0.6305 0.9730 2.1643
Cl 2.1255 3.3186 0.1251
H 1.6480 -1.6164 -1.1190
```

Results
- F_max: 4.56 eV Å⁻¹
- LUMO: 0.0244 Ha
- Molecular weight: 169.10 g mol⁻¹
- Total energy: -32529.1914 eV
- Net charge: 0
- Frontier orbital gap: 9.9 eV
- Energy relative to the best compared isomer or geometry (same formula, charge and spin): 2.050 eV